No. 1
This record from the OMol25 dataset describes a structure of composition CH4INS in a non-equilibrium geometry. The level of theory is ωB97M-V/def2-TZVPD.

Last column: Löwdin spin population.
Element x y z (Å)
1 C -0.3344 0.2212 -0.6339  0.043
2 N -0.3178 0.4079 1.0804  0.698
3 S 1.2797 0.0919 1.6810  0.154
4 I -1.2407 2.1593 1.5336  1.045
5 H -1.4296 0.0233 -0.9270  0.009
6 H 0.0124 1.1179 -1.1672  0.011
7 H 0.4476 -0.5283 -0.8065  0.004
8 H 1.2712 -0.9304 2.6660  0.036

Computed properties:
LUMO level (alpha / beta) ... 0.6 / -2.6 eV
Multiplicity ... 3



No. 2
This record from the OMol25 dataset describes a cluster of 2 separate species, CH4IO in total. The level of theory is ωB97M-V/def2-TZVPD.

Last column: natural (NBO) charge in e.
Element x y z (Å)
1 I 0.0002 1.9413 2.3817  -0.964
2 C -0.2692 -0.4572 -0.6073  -0.244
3 O 1.0773 -0.2469 -0.2029  -0.773
4 H -0.8111 -1.0700 0.1187  0.157
5 H -0.8018 0.4909 -0.7184  0.174
6 H -0.2339 -0.9655 -1.5714  0.150
7 H 1.0385 0.3074 0.5996  0.499

Computed properties:
LUMO level ... 4.0 eV
Multiplicity ... 1
Total charge ... -1